The following is a quantum chemistry calculation of an isolated ion of composition C4H10N3 and charge +1, from the Open Molecules 2025 dataset.

Computed properties:
- HOMO level (hartree) = -0.4303
- electronic energy (a.u.) = -322.382409
- E_LUMO (eV) = -3.6
- net charge = +1

Geometry (Å):
1 C 0.421 0.975 -0.203
2 C -0.905 0.688 -0.118
3 C 2.718 0.356 0.020
4 C -3.106 -0.250 0.077
5 N 1.434 0.057 0.045
6 N 3.690 -0.545 0.130
7 N -1.671 -0.398 0.185
8 H 0.778 1.866 -0.623
9 H -1.502 1.438 -0.380
10 H 2.941 1.319 -0.182
11 H -3.510 0.241 -0.914
12 H -3.654 -1.263 0.305
13 H -3.626 0.310 1.000
14 H 1.273 -0.968 0.228
15 H 3.462 -1.514 0.172
16 H 4.687 -0.413 0.285
17 H -1.379 -1.274 0.732

The following is a quantum chemistry calculation of an isolated ion of composition C4H10N3 and charge +1, from the Open Molecules 2025 dataset.

Computed properties:
- HOMO level (spin up / spin down) (hartree) = -0.5023 / -0.5023
- electronic energy (a.u.) = -322.341101
- E_LUMO (spin up / spin down) (eV) = -3.6 / -3.6
- net charge = +1

Geometry (Å):
1 C -0.043 0.914 -1.665
2 C 0.107 1.588 -0.346
3 C -0.203 0.835 1.033
4 C 0.587 -0.334 1.227
5 N -0.167 -0.350 -1.649
6 N 0.281 -1.561 0.937
7 N -0.814 -1.933 0.315
8 H 0.174 1.681 -2.428
9 H 1.204 1.770 -0.404
10 H -0.304 2.627 -0.353
11 H 0.191 1.461 1.849
12 H -1.309 0.483 1.087
13 H 1.478 -0.126 1.833
14 H 0.758 -2.348 1.346
15 H -0.981 -2.910 0.282
16 H -0.107 -0.700 -2.595
17 H -0.854 -1.095 -0.471

The following is a quantum chemistry calculation of a 2-piece molecular cluster, C4H10N3O overall, from the Open Molecules 2025 dataset.

Computed properties:
- HOMO level (spin up / spin down) (hartree) = -0.4337 / -0.4337
- electronic energy (a.u.) = -397.503151
- E_LUMO (spin up / spin down) (eV) = -4.2 / -4.2
- net charge = +1

Geometry (Å):
1 C -1.089 -0.532 0.601
2 C -0.014 -1.619 0.966
3 C 0.884 0.148 -0.552
4 C -1.367 1.285 -1.056
5 N 2.075 1.509 0.394
6 N -0.464 0.407 -0.292
7 N 1.242 -0.925 0.372
8 O 2.634 2.232 -0.333
9 H -1.932 -1.052 0.180
10 H -1.464 -0.037 1.525
11 H 0.010 -1.547 2.063
12 H -0.314 -2.628 0.657
13 H 1.229 0.090 -1.660
14 H -1.783 2.209 -0.608
15 H -0.900 1.769 -1.905
16 H -2.176 0.658 -1.446
17 H 1.540 -0.358 1.150
18 H 1.887 -1.610 -0.056

The following is a quantum chemistry calculation of a 2-piece molecular cluster, C4H10N3S overall, from the Open Molecules 2025 dataset.

Computed properties:
- HOMO level (hartree) = -0.4866
- electronic energy (a.u.) = -720.598252
- E_LUMO (eV) = -2.9
- net charge = +1

Geometry (Å):
1 C -1.951 0.519 -1.013
2 C -0.645 -0.837 0.030
3 C 0.306 -1.421 1.031
4 C -0.985 1.322 1.198
5 N -1.942 -0.543 -1.685
6 N -1.152 0.385 0.117
7 N -1.174 -1.427 -1.049
8 S 1.784 0.406 -1.927
9 H -2.571 1.289 -1.364
10 H 0.816 -2.297 0.782
11 H -0.399 -1.738 1.788
12 H 0.872 -0.611 1.578
13 H -0.927 2.272 0.736
14 H -1.799 1.416 1.812
15 H -0.123 1.006 1.694
16 H 1.607 1.248 -2.939
17 H -0.958 -2.312 -1.544
18 H 2.953 1.053 -1.816

The following is a quantum chemistry calculation of an isolated ion of composition C4H10N3S and charge +1, from the Open Molecules 2025 dataset.

Computed properties:
- HOMO level (hartree) = -0.5151
- electronic energy (a.u.) = -720.515687
- E_LUMO (eV) = -3.6
- net charge = +1

Geometry (Å):
1 C -0.752 1.003 0.446
2 C -0.654 -0.314 1.127
3 C 0.150 -1.169 0.186
4 C -0.174 -2.588 0.309
5 N -1.704 1.602 -0.091
6 N 1.136 2.056 -1.370
7 N 0.945 -0.610 -0.699
8 S 1.080 1.681 0.192
9 H -0.148 0.071 2.030
10 H -1.636 -0.787 1.237
11 H -0.269 -2.821 1.468
12 H 0.446 -3.272 -0.216
13 H -1.273 -2.815 -0.045
14 H -1.838 2.542 -0.336
15 H 1.720 1.390 -1.881
16 H 1.085 2.965 0.771
17 H 0.350 2.336 -1.901
18 H 1.539 -1.270 -1.228

The following is a quantum chemistry calculation of one molecule with the formula C4H10N4, from the Open Molecules 2025 dataset.

Computed properties:
- HOMO level (hartree) = -0.3224
- electronic energy (a.u.) = -377.294073
- E_LUMO (eV) = 0.7

Geometry (Å):
1 C 1.232 0.910 -0.089
2 C 1.171 -0.607 -0.596
3 C -0.253 -1.282 -0.772
4 C -1.617 0.654 0.615
5 H 0.697 0.299 1.794
6 H 0.713 1.988 1.723
7 H 1.412 1.929 -1.732
8 H 1.563 -0.467 -1.698
9 H 1.613 -1.364 0.087
10 H -1.049 -0.605 -1.297
11 H -0.172 -2.185 -1.223
12 H -1.526 -2.586 0.517
13 H -2.381 1.505 0.858
14 H -1.175 0.812 -0.424
15 N 1.004 1.078 1.231
16 N 1.322 1.953 -0.759
17 N -0.886 -1.523 0.638
18 N -1.669 -0.508 1.126

The following is a quantum chemistry calculation of one molecule with the formula C4H10N4O, from the Open Molecules 2025 dataset.

Computed properties:
- HOMO level (hartree) = -0.2803
- electronic energy (a.u.) = -452.565919
- E_LUMO (eV) = 0.6

Geometry (Å):
1 C -0.774 0.972 -0.390
2 C -1.601 1.825 0.534
3 N 0.420 -0.964 -0.871
4 C 1.243 0.456 -0.297
5 C -0.922 -0.446 -0.325
6 N 0.805 -2.267 -0.455
7 N 1.584 0.245 1.035
8 N -1.666 -1.169 0.421
9 O 1.976 0.996 -1.103
10 H 0.541 -0.797 -1.870
11 H -0.629 1.368 -1.392
12 H 1.086 -2.839 -1.250
13 H 1.592 -2.278 0.191
14 H 0.809 0.103 1.671
15 H 2.375 0.807 1.317
16 H -1.361 -2.140 0.445
17 H -1.228 2.852 0.551
18 H -2.657 1.852 0.237
19 H -1.592 1.425 1.552

The following is a quantum chemistry calculation of a 2-piece molecular cluster, C4H10N4O overall, from the Open Molecules 2025 dataset.

Computed properties:
- HOMO level (hartree) = -0.6211
- electronic energy (a.u.) = -451.963395
- E_LUMO (eV) = -7.5
- net charge = +2

Geometry (Å):
1 C -2.230 0.225 -0.466
2 C -2.596 -0.237 -1.766
3 C -1.842 -0.464 0.563
4 C 2.788 1.124 0.638
5 N 1.802 0.304 0.915
6 N 4.075 0.920 0.791
7 N -1.777 -1.265 1.419
8 N -2.693 -1.492 -2.099
9 O 0.468 0.625 0.942
10 H -2.426 1.254 -0.404
11 H -2.708 0.561 -2.533
12 H 2.408 2.126 0.380
13 H 4.345 -0.073 0.804
14 H 4.819 1.502 0.517
15 H -0.926 -1.682 1.906
16 H 2.050 -0.605 1.173
17 H -2.958 -1.612 -3.051
18 H -2.846 -2.294 -1.515
19 H 0.248 1.084 1.784